151
Properties=species:S:1:pos:R:3 method="wB97M-V/def2-TZVPD" charge=-2
Sn -1.77454 1.23445 0.94668
F 2.82354 0.66197 -4.14496
C 2.40500 -0.51696 -3.63132
C 1.51952 -0.45229 -2.60290
C 1.04200 -1.60409 -1.96143
C 0.23984 -1.46713 -0.75776
O -0.16032 -0.37096 -0.36445
C 0.00793 -2.71356 -0.06549
C 0.31181 -3.89090 -0.68113
N 0.93162 -4.01266 -1.86969
C 1.01550 -5.36794 -2.38394
C 2.25042 -6.05512 -2.88898
C 1.09507 -5.77456 -3.82048
C 1.44279 -2.84586 -2.47551
C 2.34942 -2.89593 -3.52631
C 2.93869 -1.75075 -4.10636
N 3.95051 -1.88531 -4.99870
C 4.45143 -0.75454 -5.80769
C 5.32746 -1.11718 -7.03168
N 4.75361 -1.90634 -8.06915
C 4.17091 -4.13930 -6.08125
C 4.68256 -3.14697 -5.04135
C -0.46786 -2.84388 1.32626
O -0.87716 -3.86670 1.82209
O -0.31709 -1.70184 2.03255
H 1.19162 0.51418 -2.23565
H 0.07068 -4.80918 -0.16279
H 0.36869 -5.99922 -1.79297
H 2.41398 -7.07236 -2.55905
H 3.16136 -5.48764 -3.00681
H 0.46729 -6.60606 -4.11195
H 1.20632 -5.02792 -4.59094
H 2.64528 -3.84296 -3.92546
H 5.03506 -0.07953 -5.16328
H 3.59451 -0.20152 -6.18622
H 6.23699 -1.61979 -6.66263
H 5.67839 -0.10024 -7.34671
H 4.27057 -3.65173 -7.06411
H 3.93170 -1.40724 -8.41732
H 4.76218 -5.06012 -6.04961
H 3.11876 -4.38526 -5.91045
H 5.72185 -2.90423 -5.26225
H 4.66814 -3.57862 -4.03576
O -2.95611 2.57964 2.83588
S -2.01339 2.19687 3.88516
O -1.39199 3.33034 4.53659
O -1.04813 1.20505 3.37766
C -2.80259 1.22226 5.15765
C -2.50209 1.54766 6.46792
C -2.76929 0.64326 7.48806
C -3.29493 -0.59869 7.18495
C -3.62825 -0.91673 5.87265
C -3.40282 -0.01257 4.84830
S -4.27597 -0.34840 3.28924
O -5.33140 0.63382 3.31032
O -4.69774 -1.73317 3.41374
O -3.33283 -0.18965 2.16120
H -2.03716 2.50586 6.65642
H -2.54751 0.90629 8.51543
H -3.46599 -1.32264 7.97255
H -4.08313 -1.86536 5.62125
C -5.54885 3.29380 0.22760
C -5.54787 2.77347 -1.21256
C -6.59348 3.51409 -2.04550
C -5.73800 1.26883 -1.21049
C -7.00218 0.70858 -1.30207
C -7.17831 -0.66679 -1.28521
C -6.07730 -1.49356 -1.18689
C -4.78877 -0.97406 -1.08880
C -3.61044 -1.91977 -0.99397
C -3.84746 -2.99439 0.06657
C -3.31889 -2.55925 -2.35534
C -4.62092 0.41340 -1.09414
N -3.34696 1.02108 -0.97179
C -2.62131 1.17455 -2.03515
C -1.45986 1.98476 -2.05283
C -0.55790 2.26459 -3.08772
C 0.29679 3.24532 -2.59150
C -0.13544 3.52856 -1.27587
N -1.19108 2.77322 -0.95881
C 0.36238 4.63700 -0.37549
C 1.89370 4.67307 -0.39578
C -0.13188 4.44506 1.05942
C -0.18509 5.96936 -0.91090
H -5.28756 4.35453 0.25682
H -4.84066 2.75455 0.84925
H -6.53593 3.16319 0.67717
H -4.56793 2.98510 -1.64341
H -7.57633 3.48588 -1.56953
H -6.68457 3.08703 -3.04682
H -6.30690 4.56297 -2.14501
H -7.86981 1.35149 -1.38270
H -8.17454 -1.08863 -1.34290
H -6.22029 -2.56735 -1.17586
H -2.73258 -1.33879 -0.70141
H -4.62548 -3.69383 -0.24919
H -4.15141 -2.54610 1.01446
H -2.93820 -3.56892 0.23429
H -4.18554 -3.12859 -2.70076
H -2.46395 -3.23790 -2.28703
H -3.09278 -1.80156 -3.10813
H -2.94067 0.72444 -2.98048
H -0.51644 1.78011 -4.05282
H 1.12806 3.69584 -3.11320
H 2.30043 3.70947 -0.08141
H 2.26788 5.44587 0.28164
H 2.26934 4.88973 -1.39785
H 0.26431 3.52067 1.48860
H -1.22096 4.38442 1.09473
H 0.18479 5.28013 1.68939
H 0.16137 6.14772 -1.93097
H 0.14057 6.80228 -0.27980
H -1.27665 5.94719 -0.92177
C 5.61330 3.93854 3.40346
C 5.82771 2.57005 3.27825
C 4.80476 1.73913 2.85388
C 3.54955 2.25983 2.53569
C 3.34927 3.63058 2.65706
C 4.37170 4.46642 3.09119
P 2.07575 1.18474 2.15524
C 2.88886 -0.17539 1.21785
C 3.80293 0.18624 0.22151
C 4.37096 -0.76463 -0.61032
C 4.02534 -2.10333 -0.47730
C 3.08296 -2.47024 0.47013
C 2.50417 -1.51291 1.29451
C 1.92508 0.63796 3.92149
C 2.19710 -0.61518 4.45476
C 1.94791 -0.88316 5.79879
C 1.43806 0.10037 6.62699
C 1.20113 1.36972 6.11159
C 1.43617 1.63054 4.77588
H 6.41009 4.58590 3.74889
H 6.79393 2.14778 3.52764
H 4.97828 0.67297 2.77506
H 2.37990 4.04812 2.41377
H 4.19230 5.53021 3.19011
H 4.07258 1.22858 0.09667
H 5.06995 -0.45814 -1.37905
H 4.46601 -2.84718 -1.12971
H 2.77057 -3.50467 0.55672
H 1.72433 -1.81442 1.98054
H 2.61231 -1.40139 3.84499
H 2.13576 -1.87777 6.18368
H 1.20919 -0.12213 7.66225
H 0.80106 2.15265 6.74402
H 1.19363 2.61051 4.38195
I 0.85902 -2.88497 4.51535
C -0.60722 -1.75551 3.39870
H -0.54345 -0.73947 3.77258
H -1.56409 -2.22223 3.60910


143
Properties=species:S:1:pos:R:3 method="wB97M-V/def2-TZVPD" charge=0
C -3.68182 -1.23590 4.25585
C -2.79253 -0.85781 3.09101
O -1.42543 -1.21284 3.34358
P -0.16926 -0.54306 2.65026
C -0.41816 -0.65208 0.85500
C 0.79837 -1.29933 0.20772
O 1.87800 -0.72744 0.17293
O 0.54175 -2.49989 -0.32439
C 1.52801 -3.22629 -1.15411
C 2.51097 -2.41533 -1.96040
O 0.12973 0.86391 3.00695
O 0.88497 -1.63933 3.08045
C 2.33328 -1.50094 3.13290
C 2.80267 -1.83237 4.54074
H -4.71965 -1.16261 3.92610
H -3.52326 -2.25336 4.61880
H -3.53671 -0.52837 5.07495
H -3.13676 -1.38443 2.19438
H -2.85374 0.22201 2.90395
H -1.26535 -1.30935 0.66416
H 2.03391 -3.91091 -0.47085
H 0.91000 -3.81585 -1.83825
H 3.00222 -3.08709 -2.68129
H 2.04509 -1.61651 -2.54915
H 3.28072 -1.97976 -1.31966
H 2.77425 -2.20542 2.41164
H 2.62442 -0.47279 2.86497
H 3.89960 -1.86907 4.57069
H 2.46519 -1.05705 5.24365
H 2.40536 -2.79796 4.87514
C -4.43370 9.05976 0.15588
N -3.98126 8.17754 1.21013
C -3.89041 8.72034 2.54264
C -3.60816 6.90669 0.94088
C -3.11240 6.03509 1.93378
C -2.70837 4.73778 1.63635
C -2.88159 4.21684 0.33136
C -2.50827 2.93069 -0.12521
C -1.84425 1.95916 0.60007
C -1.45633 0.70646 0.06754
C -2.08191 0.22321 -1.15426
C -1.39917 -0.64343 -2.03740
C -1.96113 -1.13549 -3.20282
C -3.25439 -0.71902 -3.63773
N -3.72688 -1.09088 -4.86327
C -4.95557 -0.56149 -5.42777
C -2.96905 -1.96709 -5.73204
C -3.98504 0.10573 -2.73704
C -3.42300 0.53288 -1.53870
Pd -1.61807 6.27104 -1.14323
P -0.00289 7.62697 -0.27712
C 1.67633 7.23558 -0.86037
C 2.49707 8.18871 -1.48587
C 3.77226 7.83555 -1.92128
C 4.22174 6.51942 -1.78843
C 3.39355 5.55536 -1.21098
C 2.13648 5.91531 -0.73688
C -0.27630 9.37156 -0.62026
C 0.57770 10.34046 -0.06025
C 0.34428 11.69623 -0.29337
C -0.74210 12.08830 -1.08235
C -1.58130 11.13007 -1.65475
C -1.34707 9.77184 -1.43640
C 0.01999 7.48161 1.54046
C -0.39309 8.54064 2.36931
C -0.45751 8.36361 3.75226
C -0.13854 7.12666 4.31600
C 0.25281 6.06351 3.49910
C 0.33767 6.24215 2.12052
P -1.01823 5.46629 -3.20450
C -2.53342 5.44392 -4.20806
C -2.91696 6.58361 -4.93779
C -4.16313 6.61714 -5.56968
C -5.03133 5.52208 -5.47604
C -4.65361 4.38266 -4.75434
C -3.40452 4.33661 -4.12862
C 0.27543 6.41957 -4.06357
C 1.44630 5.78893 -4.52266
C 2.45256 6.54058 -5.12466
C 2.31364 7.92216 -5.26864
C 1.16432 8.55876 -4.79335
C 0.14821 7.81459 -4.19577
C -0.44912 3.74792 -3.24327
C -0.57074 2.98938 -4.42508
C 0.05478 1.74851 -4.51138
C 0.82426 1.27513 -3.44965
C 0.89700 1.99722 -2.25567
C 0.23255 3.21547 -2.13860
C -3.44022 5.08190 -0.68157
C -3.72991 6.44013 -0.40925
H -3.60058 9.37852 -0.49371
H -5.18184 8.56098 -0.48001
H -4.88624 9.94810 0.60966
H -2.84616 8.85891 2.85483
H -4.38933 9.69287 2.55110
H -4.36513 8.05460 3.27198
H -3.05259 6.39502 2.96270
H -2.32879 4.09061 2.43095
H -2.67853 2.76646 -1.18688
H -1.46837 2.19476 1.58963
H -0.26459 0.54891 0.27980
H -0.36717 -0.92818 -1.80021
H -1.37107 -1.80856 -3.83664
H -4.87952 0.51312 -5.65288
H -5.13414 -1.10351 -6.36039
H -5.81345 -0.71968 -4.76418
H -2.79242 -2.94467 -5.27357
H -3.55556 -2.11799 -6.63764
H -1.99899 -1.53685 -6.00608
H -5.00130 0.40947 -3.00758
H -4.03776 1.14516 -0.88160
H 2.14103 9.20674 -1.64413
H 4.40822 8.58955 -2.38582
H 5.21415 6.24651 -2.14006
H 3.72027 4.51981 -1.12433
H 1.50143 5.15853 -0.28140
H 1.41896 10.03055 0.56379
H 1.00952 12.44128 0.14528
H -0.93410 13.14716 -1.25504
H -2.42422 11.42912 -2.28057
H -1.99562 9.01579 -1.89021
H -0.65383 9.50834 1.93857
H -0.76370 9.19718 4.38733
H -0.19947 6.98987 5.39460
H 0.48944 5.08724 3.92527
H 0.62821 5.40286 1.48974
H -2.24042 7.43469 -5.02093
H -4.45746 7.50264 -6.13750
H -6.00956 5.55402 -5.96342
H -5.32307 3.52270 -4.67076
H -3.10356 3.43093 -3.59452
H 1.56522 4.70966 -4.41713
H 3.35695 6.04131 -5.47172
H 3.10786 8.50702 -5.73572
H 1.05190 9.64075 -4.88239
H -0.74172 8.32573 -3.81869
H -1.13950 3.37376 -5.27196
H -0.05080 1.15061 -5.41883
H 1.37175 0.33457 -3.53624
H 1.48042 1.62248 -1.41468
H 0.24161 3.75854 -1.19079
H -3.78503 4.65768 -1.62914
H -4.26688 7.00146 -1.16707


For each record above, in turn, the calculated energy above the lowest of the compared OMol25 structures with the same formula, charge and spin values are 0.000; 1.270 eV.
For each record above, in turn, the calculated orbital gap values are 0.1608; 0.2089 Eh.